No. 1
DFT (ωB97M-V/def2-TZVPD) results for the molecule C21H34N2O2S.

Atoms and positions in Å:
C: -4.12653 -0.01575 -1.01360
H: -3.96671 0.85607 -1.64325
H: -3.56951 -0.85788 -1.41816
H: -5.18485 -0.26634 -1.05200
C: -3.73248 0.26690 0.43998
C: -2.25853 0.63030 0.57956
C: -1.43021 0.69253 -0.52565
C: -0.08519 1.01655 -0.41181
C: 0.44022 1.31058 0.84008
C: -0.34563 1.27185 1.98084
C: -1.70046 0.92443 1.83771
O: -2.52704 0.86551 2.91943
H: -2.06814 1.20880 3.69259
C: 0.26077 1.57109 3.35671
C: 1.72183 2.02906 3.25275
H: 1.80430 2.94442 2.67163
H: 2.35023 1.26207 2.80647
H: 2.10414 2.22438 4.25305
C: -0.52093 2.69949 4.07668
H: 0.17429 3.39957 4.53476
H: -1.15375 2.32620 4.88243
H: -1.13166 3.26572 3.37568
C: 0.26406 0.27777 4.19336
H: 0.63613 0.48326 5.19541
H: -0.72006 -0.17626 4.28031
H: 0.92086 -0.45584 3.72971
H: 1.47441 1.60429 0.89440
C: 0.74255 1.13782 -1.61909
N: 1.96462 0.58002 -1.63266
C: 2.34297 -0.53945 -0.79864
H: 1.63841 -0.65464 0.02402
C: 2.36116 -1.81822 -1.64427
N: 3.28742 -1.64693 -2.74464
C: 2.85712 -0.55558 -3.59644
C: 2.85072 0.72773 -2.76433
H: 2.51418 1.57261 -3.36662
H: 3.85908 0.91737 -2.38455
H: 3.55951 -0.45178 -4.42565
H: 1.84453 -0.70643 -4.00718
C: 3.63920 -2.86625 -3.43294
H: 4.38713 -2.61293 -4.18859
C: 2.49560 -3.63371 -4.11818
O: 1.75350 -4.32932 -3.13855
H: 1.05266 -4.83044 -3.56775
H: 1.85169 -2.93598 -4.67089
H: 2.93218 -4.34019 -4.83801
H: 4.09446 -3.53888 -2.70109
H: 2.69143 -2.66023 -1.03486
H: 1.33531 -2.02618 -1.98981
H: 3.34641 -0.35393 -0.40228
S: 0.15841 2.04008 -2.87804
H: -1.80880 0.49519 -1.51349
C: -4.59544 1.43606 0.93448
H: -4.42713 1.62636 1.98894
H: -5.64878 1.20540 0.79109
H: -4.35864 2.33754 0.37294
C: -4.03024 -0.99804 1.25704
H: -5.07312 -1.28163 1.13341
H: -3.84265 -0.83333 2.31235
H: -3.40501 -1.82087 0.91520

frontier orbital gap = 8.18 eV
SMILES = CC(C)(C)c1cc(C(=S)N2CCN(CCO)CC2)cc(C(C)(C)C)c1O
LUMO energy = 0.569 eV
energy above the lowest of the compared OMol25 structures with the same formula, charge and spin = 60.4 kJ/mol
HOMO level = -7.611 eV



No. 2
DFT (ωB97M-V/def2-TZVPD) results for the molecule C6H9N.

Atoms and positions in Å:
C: 0.08966 -1.89585 -0.30011
C: -0.05500 -0.68255 -1.10155
N: -1.27481 -1.24641 -0.49198
C: -1.41338 -0.06823 0.40168
C: -0.04580 0.42096 -0.05060
C: 1.07576 0.81277 0.85340
C: 0.55202 1.76272 -0.19551
H: 0.82654 -1.74807 0.49938
H: -0.02502 -2.92406 -0.60188
H: 0.09574 -0.52034 -2.16560
H: -1.59855 -0.37291 1.43580
H: -2.22231 0.60793 0.09283
H: 2.04970 0.34505 0.73207
H: 0.80304 1.00461 1.88974
H: -0.01969 2.63821 0.09093
H: 1.16209 1.86618 -1.08860

frontier orbital gap = 10.16 eV
SMILES = C1[C@H]2N1CC21CC1
LUMO energy = 1.081 eV
energy above the lowest of the compared OMol25 structures with the same formula, charge and spin = 351.7 kJ/mol
HOMO level = -9.080 eV



No. 3
DFT (ωB97M-V/def2-TZVPD) results for the molecule C3H5ClO.

Atoms and positions in Å:
C: 0.86819 -0.20928 0.27505
C: -0.61431 -0.01932 -0.05982
C: -1.10351 1.19675 -0.32123
H: 1.32443 -2.00784 -0.08441
H: 1.40843 0.74960 0.17647
H: 0.81532 -0.56066 1.29335
H: -0.41261 2.03123 -0.37866
H: -2.17490 1.41968 -0.27771
O: 1.53615 -1.16706 -0.51508
Cl: -1.64720 -1.43311 -0.10795

frontier orbital gap = 10.54 eV
SMILES = C=C(Cl)CO
LUMO energy = 0.798 eV
energy above the lowest of the compared OMol25 structures with the same formula, charge and spin = 80.5 kJ/mol
HOMO level = -9.740 eV



No. 4
DFT (ωB97M-V/def2-TZVPD) results for a 2-piece molecular cluster, C2H2N2O4 overall.

Atoms and positions in Å:
C: 1.59979 0.01894 -0.03927
C: 0.28281 1.09723 0.02498
H: -2.44180 -0.12733 1.13828
H: -0.69594 -1.67686 -0.75683
N: -0.70794 0.20635 -0.40566
N: -0.42654 -1.13227 0.05652
O: -1.93328 0.31539 -0.13812
O: 1.07277 -1.12645 0.21003
O: 2.79320 0.18456 -0.19277
O: 0.45695 2.24044 0.10282

frontier orbital gap = 8.58 eV
LUMO energy = -1.378 eV
energy above the lowest of the compared OMol25 structures with the same formula, charge and spin = 602.7 kJ/mol
HOMO level = -9.960 eV



No. 5
DFT (ωB97M-V/def2-TZVPD) results for a 2-piece molecular cluster, ClH3NO2P overall.

Atoms and positions in Å:
N: -1.41682 2.04106 0.01618
O: 2.00866 -0.64097 0.11444
O: -1.35533 0.67614 -0.11635
P: -0.80758 -0.41015 0.86468
Cl: -1.29106 -1.99602 -0.32055
H: -1.91929 2.25740 -0.78937
H: 2.87461 -0.29500 0.18846
H: 1.90681 -1.63245 0.04251

frontier orbital gap (alpha / beta) = 9.21 / 7.32 eV
LUMO energy (alpha / beta) = -0.351 / -0.337 eV
energy above the lowest of the compared OMol25 structures with the same formula, charge and spin = 492.2 kJ/mol
HOMO level (alpha / beta) = -9.561 / -7.655 eV



No. 6
DFT (ωB97M-V/def2-TZVPD) results for C24H22FeO8S2 as an isolated structure.

Atoms and positions in Å:
O: 1.57219 -2.40062 -4.80283
C: 2.46291 -2.46090 -4.03130
Fe: 3.70754 -2.49403 -2.82203
C: 4.85552 -3.29545 -4.20486
O: 5.45459 -3.81805 -5.05489
C: 2.97804 -3.96177 -2.30656
O: 2.20282 -4.79286 -2.01504
C: 0.97380 0.13585 0.47125
C: 1.84942 -0.93744 1.09520
C: 3.17907 -1.50763 0.57053
C: 3.61372 -1.42922 -0.86388
C: 3.37137 -0.36253 -1.74918
C: 2.22054 0.47152 -1.79312
C: 1.21345 0.65893 -0.87779
H: 0.73572 0.91135 1.29759
H: 2.11962 -0.52162 2.06650
H: 1.18591 -1.76830 1.34183
H: 4.00126 -1.10614 1.21954
H: 3.18546 -2.55683 0.89921
H: 4.53924 -2.05241 -0.98884
H: 4.19469 -0.08280 -2.46197
H: 2.17262 1.04180 -2.74283
H: 0.53039 1.52735 -1.14086
C: -0.86803 -1.64238 -1.72264
O: -1.26923 -0.36760 -1.00337
C: -0.77490 -0.01051 0.21585
S: -1.74606 1.59464 0.54235
C: -0.66368 2.96414 0.24537
C: 0.12611 3.42293 1.30189
C: 1.04222 4.44993 1.05490
C: 1.15345 5.00018 -0.22691
C: 0.28688 4.59066 -1.24591
C: -0.62139 3.55154 -1.01839
O: -2.83327 1.69859 -0.41208
O: -1.98339 1.62117 1.95824
S: -1.41718 -1.13706 1.56642
C: -3.10021 -0.89338 2.17250
C: -3.34478 -0.31098 3.42364
C: -4.65624 -0.10056 3.86533
C: -5.74438 -0.52150 3.09343
C: -5.49733 -1.16402 1.87646
C: -4.18431 -1.39141 1.43960
O: -1.35951 -2.46489 0.96224
O: -0.55435 -0.77139 2.67320
H: -1.81295 -2.20186 -1.86210
H: -0.55500 -1.27614 -2.72104
H: -0.10233 -2.17388 -1.12935
H: 0.01633 2.98558 2.29602
H: 1.66080 4.81600 1.87857
H: 1.91777 5.75003 -0.43374
H: 0.29994 5.06965 -2.22681
H: -1.28970 3.18548 -1.80013
H: -2.50869 -0.02194 4.06046
H: -4.82679 0.38722 4.82933
H: -6.76951 -0.36719 3.44186
H: -6.34197 -1.51341 1.27502
H: -3.99820 -1.95585 0.52412

frontier orbital gap (alpha / beta) = 2.75 / 6.49 eV
LUMO energy (alpha / beta) = 4.456 / 4.446 eV
expectation value of S² = 6.140
HOMO level (alpha / beta) = 1.708 / -2.040 eV
charge = -2
multiplicity = 5



| no. | E (eV) | molar mass (u) |
| --- | --- | --- |
| 1 | -40239.4632 | 378.6 |
| 2 | -7854.5150 | 95.1 |
| 3 | -17760.9431 | 92.5 |
| 4 | -13268.9291 | 118.0 |
| 5 | -27441.7460 | 115.5 |
| 6 | -97674.1283 | 558.4 |